{"formula": "C5H13NO3", "method": "ωB97M-V/def2-TZVPD", "species": ["N", "C", "C", "C", "C", "C", "O", "H", "H", "H", "H", "H", "H", "H", "H", "H", "O", "H", "H", "O", "H", "H"], "coordinates": [[0.48255, -0.41172, 3.03560], [1.14075, -0.87217, 1.69311], [1.08165, -0.07822, 0.64187], [1.55661, -0.61953, -0.69179], [1.73952, 0.46036, -1.66480], [0.27924, 0.95679, -2.00800], [0.22466, 1.18893, -3.22323], [1.16839, 0.37304, 3.29838], [-0.48719, 0.04075, 2.75183], [1.50294, -1.81860, 1.73038], [0.75677, 0.92299, 0.76050], [2.27666, -1.50374, -0.55903], [0.76705, -1.31673, -1.05468], [2.31852, 1.29174, -1.23731], [2.17197, 0.22808, -2.63906], [-0.43081, 1.27578, -1.32481], [-2.37123, 0.13510, 1.99898], [-2.68272, -0.63530, 2.48324], [-3.20172, 0.46173, 1.69910], [-2.62938, -0.61990, -0.53922], [-2.09352, -0.94106, 0.23486], [-2.02312, -0.21311, -1.10719]], "e_homo_ev": -9.471, "e_above_lowest_kj_mol": 367.4, "orbital_gap_ev": 9.96, "mol_weight_g_mol": 135.163, "total_energy_ev": -13025.4236}